# C36H24BeN6O3S2Te

C36H24BeN6O3S2Te as an isolated structure (ωB97M-V/def2-TZVPD, the OMol25 dataset).

Positions of all 73 atoms, in Å:
1 Be 1.06161 0.46672 -0.92728
2 C -0.52154 -3.39556 4.35052
3 C -0.14612 -2.31721 3.36701
4 C 0.35224 -1.09267 3.78161
5 C 0.70480 -0.07733 2.90211
6 C 1.31624 1.13197 3.53627
7 O 1.75626 1.05551 4.67374
8 C 1.37730 2.45533 2.84518
9 C 2.51642 3.23571 3.00951
10 C 2.58108 4.49475 2.43461
11 C 1.49817 4.98763 1.71782
12 C 0.35562 4.21550 1.56520
13 C 0.30125 2.94760 2.11975
14 C 0.56841 -0.27420 1.49415
15 O 0.93515 0.62820 0.66333
16 C 0.03577 -1.53499 1.06001
17 C -0.28254 -2.51262 2.00210
18 C -0.18093 -1.81296 -0.36791
19 N 0.08704 -0.95607 -1.28534
20 C -0.19022 -1.23009 -2.69392
21 C -1.25144 -0.29608 -3.25117
22 Te -3.24349 -0.60218 -2.51731
23 C -3.17105 0.88035 -1.02080
24 C -3.20424 2.22413 -1.37223
25 C -3.11986 3.20415 -0.39271
26 C -3.02200 2.84316 0.94228
27 C -2.98337 1.50089 1.29872
28 C -3.04954 0.52065 0.31909
29 C -0.63592 -3.20137 -0.71942
30 C -1.94565 -3.62992 -0.54989
31 C -2.29742 -4.93498 -0.86335
32 C -1.34149 -5.82172 -1.33932
33 C -0.02955 -5.39838 -1.50361
34 C 0.32140 -4.09265 -1.19491
35 H -0.21256 -3.12030 5.35968
36 H -0.04332 -4.34681 4.10548
37 H -1.60078 -3.57020 4.37208
38 H 0.50435 -0.89864 4.83731
39 H 3.34906 2.83720 3.57437
40 H 3.48251 5.08773 2.53138
41 H 1.55636 5.96128 1.24704
42 H -0.46894 4.57079 0.96105
43 H -0.56344 2.32199 1.94662
44 H -0.64769 -3.47156 1.65632
45 H -0.46979 -2.27098 -2.85700
46 H 0.73045 -1.00828 -3.24244
47 H -1.29093 -0.40049 -4.33419
48 H -1.01464 0.74213 -3.02844
49 H -3.25768 2.51877 -2.41273
50 H -3.09551 4.24375 -0.69378
51 H -2.93973 3.60660 1.70708
52 H -2.86903 1.21437 2.33809
53 H -2.98070 -0.52451 0.59675
54 H -2.69042 -2.93498 -0.18675
55 H -3.32382 -5.25771 -0.73943
56 H -1.61942 -6.83933 -1.58534
57 H 0.72233 -6.08172 -1.87760
58 H 1.34120 -3.74966 -1.32939
59 S 1.71958 1.15175 -4.42668
60 C 0.59605 2.42780 -4.23829
61 C 0.12636 3.04928 -5.45700
62 N -0.24433 3.51554 -6.44434
63 C 0.09004 2.92679 -3.06357
64 S 0.41427 2.41016 -1.41349
65 C -0.83747 4.01538 -3.10220
66 N -1.59728 4.88621 -3.07122
67 O 2.53321 -0.18404 -1.33630
68 N 3.50536 0.00933 -0.53150
69 C 4.53938 -0.77455 -0.72711
70 C 5.67832 -0.60686 0.11851
71 N 6.61640 -0.50813 0.77891
72 C 4.54344 -1.83533 -1.69235
73 N 4.56642 -2.72404 -2.42334

Force components x, y, z for each atom (eV/Å):
Be -0.080 0.172 0.010
C 0.005 -0.008 0.016
C -0.003 0.009 0.012
C -0.024 -0.006 0.021
C -0.038 0.026 -0.009
C -0.012 0.018 -0.012
O 0.071 -0.033 -0.021
C -0.031 -0.010 0.009
C -0.018 0.022 0.026
C -0.001 0.007 -0.004
C -0.005 -0.005 0.002
C 0.015 0.002 0.001
C 0.019 -0.018 -0.037
C -0.022 -0.028 0.037
O 0.144 -0.125 -0.044
C 0.012 0.002 0.017
C -0.005 0.023 -0.029
C 0.056 -0.039 -0.023
N -0.237 0.034 -0.050
C 0.048 -0.022 -0.010
C 0.026 0.006 0.024
Te -0.014 0.013 -0.035
C 0.020 -0.025 0.039
C 0.001 0.005 -0.014
C 0.006 -0.014 0.004
C -0.017 0.000 -0.006
C -0.015 -0.007 -0.004
C 0.000 0.020 -0.025
C 0.044 -0.026 0.024
C 0.009 0.008 -0.004
C -0.011 -0.005 -0.005
C -0.002 0.003 0.000
C -0.007 0.000 0.000
C 0.017 0.004 0.034
H 0.001 0.003 -0.002
H -0.001 0.002 -0.010
H -0.001 0.005 -0.007
H 0.003 0.002 0.000
H -0.002 0.002 0.005
H 0.001 -0.004 0.003
H 0.002 0.001 0.002
H 0.002 -0.003 0.001
H 0.009 0.009 0.002
H -0.016 -0.007 -0.005
H 0.010 0.016 -0.005
H 0.003 -0.022 0.001
H -0.004 -0.001 0.005
H -0.018 -0.001 0.001
H -0.006 0.000 0.004
H 0.001 0.000 0.003
H 0.000 0.000 0.000
H -0.003 -0.005 0.000
H -0.004 0.002 0.014
H -0.011 0.003 -0.003
H -0.001 0.004 0.001
H 0.002 -0.001 0.002
H 0.003 0.007 -0.002
H 0.010 -0.013 -0.016
S 0.003 -0.015 -0.020
C 0.048 0.049 0.061
C -0.035 -0.007 -0.019
N 0.025 0.002 -0.003
C -0.050 -0.098 0.003
S 0.073 0.068 -0.027
C -0.017 0.017 0.002
N -0.001 -0.007 -0.004
O -0.144 -0.070 0.073
N 0.169 0.054 -0.041
C -0.039 0.028 0.041
C 0.025 -0.022 -0.001
N -0.002 0.001 -0.007
C 0.032 0.007 0.006
N -0.018 -0.013 -0.001

Computed properties:
HOMO = -1.5 eV
orbital gap = 5.04 eV
net charge = -2

For each atom in turn, the Mulliken charge in e is:
1. Be -0.429
2. C -1.654
3. C 0.242
4. C -0.891
5. C 0.389
6. C 0.080
7. O -0.686
8. C 0.300
9. C -0.695
10. C -0.549
11. C -0.542
12. C -0.095
13. C 0.169
14. C 0.800
15. O -0.916
16. C 0.342
17. C -0.709
18. C 0.997
19. N 0.679
20. C -0.219
21. C -0.022
22. Te 0.055
23. C -0.423
24. C -0.464
25. C -0.521
26. C -0.221
27. C -0.421
28. C 0.107
29. C -1.226
30. C 0.493
31. C -0.895
32. C -0.529
33. C -0.749
34. C 0.075
35. H 0.369
36. H 0.351
37. H 0.299
38. H 0.369
39. H 0.417
40. H 0.356
41. H 0.391
42. H 0.323
43. H 0.159
44. H 0.465
45. H 0.458
46. H -0.133
47. H 0.683
48. H -0.903
49. H 0.504
50. H 0.391
51. H 0.408
52. H 0.328
53. H 0.227
54. H 0.364
55. H 0.416
56. H 0.355
57. H 0.410
58. H 0.661
59. S -0.392
60. C 0.730
61. C 0.087
62. N -0.647
63. C -0.330
64. S 0.378
65. C -0.348
66. N -0.720
67. O 0.431
68. N -0.501
69. C 0.795
70. C -0.038
71. N -0.568
72. C 0.164
73. N -0.582

=====

# C36H25F5N3O2

A 2-piece molecular cluster, C36H25F5N3O2 overall at a distorted geometry (ωB97M-V/def2-TZVPD, the OMol25 dataset).

Positions of all 71 atoms, in Å:
1 C 4.51313 3.56417 -1.14495
2 N 4.22790 2.22054 -1.61064
3 C 4.36618 1.78912 -2.92938
4 C 3.95859 0.50514 -2.97095
5 N 3.62272 0.13795 -1.67018
6 C 3.34703 -1.21685 -1.27621
7 C 2.23066 -1.86939 -1.78329
8 F 1.34613 -1.16027 -2.52878
9 C 1.94562 -3.19341 -1.43330
10 F 0.81088 -3.78698 -1.84871
11 C 2.80152 -3.86302 -0.55758
12 F 2.53116 -5.12982 -0.18307
13 C 3.88494 -3.19367 0.02386
14 F 4.58763 -3.76691 1.02416
15 C 4.15822 -1.88190 -0.35890
16 F 5.18832 -1.21251 0.20551
17 C 3.73361 1.20336 -0.86676
18 C 3.46470 1.25627 0.58184
19 C 2.43910 0.35124 1.11250
20 C 2.27323 0.19175 2.44881
21 C 2.06823 -1.13410 3.00260
22 C 2.72820 -1.52910 4.18475
23 C 2.66401 -2.84855 4.60770
24 C 1.84683 -3.77446 3.92193
25 C 1.15991 -3.37384 2.76670
26 C 1.27826 -2.05964 2.30595
27 O 4.15420 1.98126 1.33487
28 H 4.63011 3.54392 -0.06123
29 H 5.44028 3.91431 -1.61446
30 H 3.68981 4.24668 -1.41219
31 H 4.76994 2.40879 -3.70844
32 H 3.92164 -0.19589 -3.78223
33 H 1.87133 -0.22147 0.37702
34 H 2.48528 0.99296 3.15092
35 H 3.35530 -0.78581 4.67733
36 H 3.23025 -3.16603 5.49258
37 H 1.68109 -4.77347 4.33774
38 H 0.50041 -4.07169 2.22710
39 H 0.79401 -1.73920 1.38324
40 C -0.32386 3.44145 -1.72316
41 C 0.81724 3.92999 -1.06090
42 C 1.07558 3.55194 0.25721
43 C 0.19572 2.70394 0.94849
44 C 0.42851 2.47598 2.43658
45 C -0.34146 1.48870 3.09078
46 N -0.43306 1.33371 4.45090
47 C 0.49647 1.89811 5.29123
48 C 0.47392 1.70394 6.65871
49 C -0.47942 0.88723 7.23099
50 C -1.43735 0.27434 6.41843
51 C -1.43303 0.49159 5.00461
52 C -2.47879 -0.06678 4.24395
53 C -3.49125 -0.83655 4.85255
54 C -3.47943 -1.05729 6.23599
55 C -2.47639 -0.48372 7.00981
56 O 1.36296 3.11015 2.96482
57 C -0.89377 2.16541 0.25636
58 C -1.18786 2.57621 -1.04515
59 H -0.56283 3.77048 -2.73925
60 H 1.47406 4.64316 -1.55990
61 H 1.94921 3.94345 0.77908
62 H -1.11030 0.95445 2.53185
63 H 1.25542 2.50814 4.82967
64 H 1.21686 2.21671 7.26020
65 H -0.55099 0.75602 8.29866
66 H -2.56298 0.08006 3.16193
67 H -4.29732 -1.24709 4.23116
68 H -4.25985 -1.65484 6.70626
69 H -2.49164 -0.56904 8.10298
70 H -1.55750 1.45155 0.73342
71 H -2.11923 2.23666 -1.50625

Force components x, y, z for each atom (eV/Å):
C 0.036 0.953 0.163
N -0.465 -1.237 -0.193
C -0.259 0.016 0.807
C 0.272 -0.196 0.380
N -0.346 -0.408 -0.411
C -0.031 -0.045 -0.113
C -0.819 0.126 -0.184
F 0.779 -0.705 0.419
C -0.373 -0.024 -0.070
F 0.960 0.464 0.176
C -0.092 -0.593 0.485
F 0.186 1.248 -0.366
C 0.145 -0.036 0.618
F -0.541 0.427 -1.156
C 0.591 0.182 0.339
F -0.752 -0.585 -0.436
C 1.012 1.049 -1.046
C -0.293 1.151 3.582
C 0.305 0.829 -1.105
C 0.540 -0.170 0.039
C -1.178 -0.724 0.275
C 0.009 0.407 -0.730
C -0.387 -0.571 0.016
C -0.018 0.542 0.236
C -0.194 0.140 -0.046
C 0.390 -0.540 0.216
O -0.875 -1.174 -2.040
H 0.024 -0.010 -0.235
H -0.253 -0.167 0.117
H 0.324 -0.371 0.036
H -0.100 0.160 0.026
H 0.024 -0.097 -0.028
H 0.468 -0.366 0.458
H 0.739 0.019 -0.235
H -0.144 -0.278 0.100
H -0.347 0.150 -0.398
H 0.296 0.331 -0.301
H 0.421 0.305 0.375
H -0.101 -0.184 0.276
C 0.032 0.208 0.303
C -0.409 -0.427 -0.072
C -0.104 0.102 -0.027
C -0.118 -0.204 -0.057
C 0.638 -0.352 -0.134
C -0.961 0.103 -1.527
N 0.972 -0.354 1.527
C -0.715 -0.439 -0.762
C -0.613 -0.532 0.836
C 0.784 0.812 -0.081
C -0.552 0.008 -0.656
C -0.079 0.207 0.524
C -0.986 -0.697 -0.102
C 0.975 0.648 -0.693
C 0.537 0.318 0.662
C -0.657 -0.422 -0.387
O -0.200 0.230 -0.006
C -0.008 0.383 -0.160
C 0.205 -0.082 -0.095
H 0.114 -0.113 0.400
H -0.161 -0.197 0.060
H -0.318 -0.052 0.046
H 0.599 0.398 0.354
H -0.169 0.006 -0.316
H -0.093 -0.099 -0.092
H 0.144 -0.058 0.140
H 0.097 -0.018 0.620
H 0.445 0.208 0.290
H 0.177 0.214 -0.119
H 0.059 -0.097 -0.503
H -0.025 0.255 -0.028
H 0.440 0.026 0.005

Computed properties:
HOMO = -9.4 eV
orbital gap = 5.45 eV
net charge = +1

For each atom in turn, the Mulliken charge in e is:
1. C -0.792
2. N 0.190
3. C -0.942
4. C -0.258
5. N 0.568
6. C -1.361
7. C 0.477
8. F -0.367
9. C 0.442
10. F -0.292
11. C 0.492
12. F -0.328
13. C 0.485
14. F -0.323
15. C 0.964
16. F -0.383
17. C 0.489
18. C 0.082
19. C 0.258
20. C -0.822
21. C 0.386
22. C -0.296
23. C -0.832
24. C -0.525
25. C -0.914
26. C -0.102
27. O -0.749
28. H 0.317
29. H 0.398
30. H 0.214
31. H 0.517
32. H 0.532
33. H 0.381
34. H 0.655
35. H 0.481
36. H 0.433
37. H 0.438
38. H 0.506
39. H 0.546
40. C -0.567
41. C -0.685
42. C -0.270
43. C 0.238
44. C 1.252
45. C -0.706
46. N 0.508
47. C -0.058
48. C -1.103
49. C -0.588
50. C 1.014
51. C 0.977
52. C -0.658
53. C -0.895
54. C -0.564
55. C -0.876
56. O -0.836
57. C -0.056
58. C -0.942
59. H 0.440
60. H 0.443
61. H 0.552
62. H -0.525
63. H 0.635
64. H 0.446
65. H 0.425
66. H 0.424
67. H 0.411
68. H 0.394
69. H 0.360
70. H 0.429
71. H 0.415

=====

- What is the orbital gap in the first record?
  5.04 eV

=====

- orbital gap of number 2 (C36H25F5N3O2)?
  5.45 eV